A molecular structure, C16H18BFIrN6 at a distorted geometry. Source: the OMol25 dataset; level of theory: ωB97M-V/def2-TZVPD.

Geometry as XYZ:
```
43
Properties=species:S:1:pos:R:3:lowdin_spin:R:1
H 1.608 3.413 -0.265 0.01
N 1.373 1.803 -1.577 0.21
B 0.037 0.454 -3.494 0.00
N 0.641 1.686 -2.769 0.02
C 0.650 2.875 -3.382 0.04
Ir 2.444 0.686 -0.323 2.53
H 0.199 2.906 -4.349 0.00
C 1.164 3.838 -2.516 0.01
H 1.224 4.884 -2.699 0.00
C 1.500 3.152 -1.322 0.06
H 0.084 0.593 -4.691 0.00
C -1.923 -2.423 2.541 0.00
H -1.262 -2.889 3.280 0.00
H -1.334 -2.016 1.715 0.00
H -2.586 -3.196 2.138 0.00
N -1.645 0.027 -3.326 0.02
N 1.168 -0.501 -3.012 0.02
N -2.068 -0.048 -2.042 0.35
N 1.927 -0.528 -1.830 0.20
C -2.776 -0.255 -4.087 0.34
C 1.677 -1.420 -3.839 0.05
H -2.821 -0.251 -5.175 0.01
H 1.264 -1.421 -4.840 0.00
C -3.837 -0.545 -3.228 0.27
C 2.551 -2.221 -3.147 0.02
C -3.319 -0.431 -1.936 0.01
C 2.625 -1.718 -1.846 0.06
H -4.857 -0.804 -3.443 0.01
H 3.041 -3.120 -3.534 0.00
H -3.760 -0.602 -0.965 0.00
H 2.870 -2.123 -0.837 0.01
H -2.452 -1.640 2.973 0.00
F 3.966 0.687 5.512 0.03
C 3.593 0.656 4.198 0.09
C 2.231 0.596 3.926 0.00
C 1.830 0.537 2.575 0.13
C 2.831 0.634 1.572 0.28
C 4.196 0.655 1.896 0.16
C 4.585 0.678 3.231 0.01
H 1.471 0.578 4.717 0.00
H 0.789 0.389 2.262 0.01
H 4.894 0.623 1.070 0.02
H 5.632 0.703 3.494 0.00
```

Relative energy (zero: lowest compared OMol25 entry of this formula, charge and spin) = 68.5 kcal/mol
Spin multiplicity = 6
Total charge = +2
HOMO level (alpha / beta) = -14.14 / -15.21 eV

A molecular structure, C16H18BrN3O5Tc. Source: the OMol25 dataset; level of theory: ωB97M-V/def2-TZVPD.

Geometry as XYZ:
```
44
Properties=species:S:1:pos:R:3:lowdin_spin:R:1
Tc -0.298 -0.406 -0.659 2.42
O -1.089 1.782 -0.630 0.05
C 0.068 2.416 -0.053 0.00
C 0.289 0.743 1.821 0.01
N 0.142 -0.710 1.680 0.10
C -1.055 -1.254 2.317 0.01
C -2.277 -0.954 1.457 0.01
O -3.400 -0.902 1.801 0.02
O -1.940 -0.745 0.119 0.12
C 1.376 -1.473 1.831 0.01
C 2.084 -1.672 0.494 0.01
O 3.179 -2.059 0.319 0.01
O 1.242 -1.417 -0.603 0.07
H -1.546 2.327 -1.285 0.00
H -0.657 4.355 0.405 0.00
H 0.708 2.807 -0.843 0.00
H -0.696 1.164 2.021 0.00
H 0.980 1.034 2.614 0.00
H -1.217 -0.875 3.328 0.00
H -0.973 -2.340 2.379 0.00
H 1.161 -2.469 2.223 0.00
H 2.078 -1.003 2.521 0.00
Br -2.663 0.290 -2.957 0.03
C -1.892 -1.410 -3.099 0.01
C -2.375 -2.274 -4.061 0.00
C -1.776 -3.515 -4.190 0.01
C -0.715 -3.841 -3.358 0.00
C -0.298 -2.926 -2.420 0.01
N -0.879 -1.713 -2.272 0.02
H -3.195 -1.968 -4.693 0.00
H -2.131 -4.214 -4.936 0.00
H -0.211 -4.793 -3.432 0.00
H 0.529 -3.138 -1.762 0.00
C 2.142 3.501 1.830 0.00
C 2.787 2.457 1.033 0.00
C 2.214 1.415 0.437 0.00
N 0.764 1.231 0.495 0.04
C -0.278 3.486 0.952 0.00
C 0.873 3.925 1.808 0.00
H 2.811 4.013 2.509 0.00
H 3.865 2.526 0.944 0.00
H 2.765 0.704 -0.164 0.00
H -1.111 3.166 1.587 0.00
H 0.616 4.726 2.492 0.00
```

Relative energy (zero: lowest compared OMol25 entry of this formula, charge and spin) = 15.2 kcal/mol
Spin multiplicity = 4
Total charge = +2
HOMO level (alpha / beta) = -15.60 / -15.60 eV

A molecular structure, C16H18CdClN2O5 at a distorted geometry. Source: the OMol25 dataset; level of theory: ωB97M-V/def2-TZVPD.

Geometry as XYZ:
```
43
Properties=species:S:1:pos:R:3:nbo_charge:R:1
Cd -0.156 -0.236 -0.278 1.55
O -0.295 3.876 4.539 -0.69
C -0.614 2.685 4.972 0.79
O -0.881 2.456 6.137 -0.63
C -0.629 1.553 3.988 -0.27
C -0.908 0.276 4.396 0.01
N -0.860 -0.503 3.306 -0.32
N -0.583 0.180 2.194 -0.32
C -0.431 1.439 2.575 0.05
C -0.059 2.462 1.516 0.76
O 0.013 3.658 1.888 -0.73
O 0.132 2.041 0.356 -0.78
H -0.092 3.866 3.521 0.52
H -1.124 -0.102 5.382 0.24
H -1.017 -1.490 3.240 0.41
C 3.070 -0.150 1.072 -0.63
C 2.811 -0.726 -0.326 0.24
C 3.884 -1.771 -0.639 -0.62
C 2.901 0.408 -1.358 -0.64
O 1.567 -1.372 -0.386 -1.02
H 4.054 0.328 1.136 0.19
H 3.018 -0.952 1.814 0.20
H 2.312 0.600 1.315 0.21
H 4.889 -1.335 -0.617 0.19
H 3.701 -2.196 -1.630 0.20
H 3.831 -2.579 0.096 0.20
H 3.901 0.850 -1.389 0.19
H 2.191 1.204 -1.108 0.22
H 2.656 0.013 -2.347 0.20
Cl -2.408 -3.132 -1.136 -0.04
C -2.542 -2.040 -2.495 -0.05
C -2.734 -2.608 -3.742 -0.22
C -2.863 -1.800 -4.861 -0.26
C -2.812 -0.422 -4.700 -0.21
C -2.631 0.131 -3.443 -0.22
C -2.475 -0.647 -2.285 -0.03
C -2.240 -0.011 -0.972 -0.98
H -2.779 -3.686 -3.834 0.21
H -3.013 -2.242 -5.838 0.20
H -2.917 0.227 -5.562 0.20
H -2.590 1.210 -3.332 0.21
H -2.791 -0.509 -0.174 0.22
H -2.485 1.048 -0.987 0.22
```

Total charge = -1
HOMO level = -5.09 eV

6 unconnected molecules or ions with the total composition C16H18Cl8N2O4 at a distorted geometry. Source: the OMol25 dataset; level of theory: ωB97M-V/def2-TZVPD.

Geometry as XYZ:
```
48
Properties=species:S:1:pos:R:3:nbo_charge:R:1
C 3.154 2.233 -0.493 -0.18
C 4.465 1.795 -0.674 -0.21
C 4.812 0.588 -1.329 -0.19
C 3.792 -0.140 -1.913 0.03
C 2.510 0.254 -1.736 -0.22
C 2.157 1.435 -1.134 -0.19
N 4.154 -1.420 -2.629 0.54
O 3.257 -1.925 -3.339 -0.40
O 5.251 -1.855 -2.482 -0.34
H 3.055 3.098 0.147 0.23
H 5.253 2.440 -0.372 0.21
H 5.842 0.342 -1.392 0.24
H 1.676 -0.213 -2.345 0.25
H 1.134 1.620 -0.918 0.23
C 2.900 -2.121 1.345 -0.18
C 1.818 -1.283 1.735 -0.20
C 0.607 -1.405 1.123 -0.20
C 0.463 -2.255 0.055 0.02
C 1.515 -3.033 -0.332 -0.18
C 2.786 -2.898 0.239 -0.21
N -0.819 -2.324 -0.735 0.55
O -0.950 -3.223 -1.555 -0.38
O -1.605 -1.470 -0.505 -0.37
H 3.832 -1.911 1.798 0.22
H 1.808 -0.667 2.632 0.23
H -0.259 -0.853 1.482 0.24
H 1.397 -3.593 -1.213 0.25
H 3.641 -3.451 -0.178 0.23
C -3.273 -3.179 4.049 -0.38
Cl -2.708 -1.502 3.874 -0.05
Cl -2.722 -4.319 2.782 -0.02
H -2.836 -3.453 5.018 0.23
H -4.352 -3.066 3.987 0.23
C -2.446 5.377 -0.472 -0.41
Cl -1.125 5.357 -1.605 -0.01
Cl -3.627 6.649 -0.832 -0.04
H -2.950 4.400 -0.468 0.23
H -2.054 5.648 0.492 0.22
C -2.652 1.289 1.338 -0.38
Cl -1.478 2.081 2.371 -0.03
Cl -2.491 1.786 -0.373 -0.05
H -2.575 0.232 1.502 0.24
H -3.598 1.694 1.604 0.23
C -5.258 0.634 -1.841 -0.39
Cl -5.675 0.187 -0.094 -0.11
Cl -6.287 1.838 -2.419 0.04
H -4.246 0.911 -1.858 0.22
H -5.294 -0.328 -2.338 0.22
```

Relative energy (zero: lowest compared OMol25 entry of this formula, charge and spin) = 0.0 kcal/mol
Total charge = 0
SMILES = O=[N+]([O-])c1ccccc1.O=[N+]([O-])c1ccccc1.ClCCl.ClCCl.ClCCl.ClCCl
HOMO level = -10.05 eV

2 unconnected molecules or ions with the total composition C16H18F2N at a distorted geometry. Source: the OMol25 dataset; level of theory: ωB97M-V/def2-TZVPD.

Geometry as XYZ:
```
37
Properties=species:S:1:pos:R:3:nbo_charge:R:1
F -0.986 5.538 0.575 -0.29
C -1.253 4.214 0.345 0.49
C -1.740 3.837 -0.907 -0.28
C -2.037 2.500 -1.112 -0.10
C -1.900 1.521 -0.076 -0.12
C -2.413 0.218 -0.350 0.12
C -2.130 -1.044 0.252 -0.21
C -2.504 -2.210 -0.490 -0.07
C -2.466 -3.479 0.062 -0.29
C -2.022 -3.605 1.377 0.50
F -2.035 -4.845 1.958 -0.29
C -1.593 -2.520 2.133 -0.28
C -1.610 -1.253 1.559 -0.09
C -1.349 1.963 1.159 -0.12
C -1.051 3.304 1.378 -0.26
H -1.875 4.573 -1.695 0.27
H -2.418 2.172 -2.080 0.23
H -2.913 0.137 -1.317 0.22
H -2.852 -2.076 -1.517 0.23
H -2.770 -4.352 -0.510 0.27
H -1.241 -2.662 3.152 0.26
H -1.246 -0.419 2.146 0.22
H -1.196 1.266 1.974 0.22
H -0.663 3.635 2.338 0.26
C -6.947 -0.099 0.238 -0.61
C -5.613 -0.488 0.859 -0.05
C -5.804 -1.228 2.173 -0.61
N -4.780 0.669 1.033 -0.79
H -7.541 -0.994 0.023 0.22
H -7.511 0.538 0.929 0.22
H -6.799 0.450 -0.698 0.20
H -5.095 -1.172 0.159 0.15
H -6.395 -2.138 2.013 0.23
H -4.840 -1.522 2.607 0.20
H -6.335 -0.589 2.891 0.22
H -3.951 0.526 1.598 0.37
H -4.631 1.224 0.199 0.37
```

Relative energy (zero: lowest compared OMol25 entry of this formula, charge and spin) = 15.8 kcal/mol
Total charge = +1
HOMO level = -12.27 eV

A molecular structure, C16H18F3O21Pb at a distorted geometry. Source: the OMol25 dataset; level of theory: ωB97M-V/def2-TZVPD.

Geometry as XYZ:
```
59
Properties=species:S:1:pos:R:3:nbo_charge:R:1
Pb 0.087 1.730 0.554 1.34
O 6.293 4.133 1.283 -0.69
C 5.076 4.519 1.364 0.89
O 4.098 3.782 1.168 -0.69
O 4.789 5.706 1.533 -0.72
H 6.531 5.032 1.523 0.49
O -3.070 3.139 2.594 -0.76
C -2.560 4.266 3.155 0.92
O -3.094 4.666 4.143 -0.75
O -1.405 4.531 2.803 -0.72
H -3.823 3.109 3.188 0.48
O -0.145 6.682 -3.773 -0.70
C 0.070 6.118 -2.601 0.91
O 0.205 6.833 -1.543 -0.70
O 0.151 4.882 -2.512 -0.77
H -0.045 5.847 -4.236 0.48
C 0.519 -4.065 -7.725 -0.63
C -0.342 -3.328 -6.653 0.05
C -0.636 -4.137 -5.415 -0.08
O -0.385 -3.251 -4.387 -0.47
C 0.169 -2.113 -4.885 0.96
O 0.522 -1.142 -4.161 -0.59
O 0.307 -2.099 -6.212 -0.45
H 0.179 -5.097 -7.810 0.21
H 1.518 -4.028 -7.290 0.22
H 0.490 -3.785 -8.779 0.23
H -1.374 -3.248 -6.994 0.19
H 0.056 -4.978 -5.357 0.17
H -1.633 -4.559 -5.294 0.20
C 2.931 -5.183 3.990 -0.14
C 2.272 -5.971 2.892 0.44
O 1.938 -4.941 1.938 -0.48
C 2.121 -3.715 2.548 0.96
O 2.002 -2.621 1.946 -0.58
O 2.638 -3.813 3.798 -0.45
F 1.145 -6.580 3.266 -0.33
H 3.970 -5.482 3.848 0.20
H 2.626 -5.538 4.975 0.22
H 2.891 -6.699 2.368 0.16
C 2.666 1.796 8.659 -0.14
C 3.884 1.789 7.793 0.43
O 3.288 1.772 6.522 -0.46
C 2.031 1.515 6.593 0.96
O 1.276 1.261 5.695 -0.58
O 1.587 1.550 7.775 -0.45
F 4.783 0.827 8.122 -0.32
H 2.493 2.701 9.240 0.21
H 2.850 1.004 9.385 0.20
H 4.268 2.802 7.910 0.16
C -6.704 -0.118 -4.428 -0.13
C -7.601 0.773 -3.619 0.44
O -6.476 1.583 -3.080 -0.50
C -5.390 0.822 -2.921 0.96
O -4.357 1.115 -2.338 -0.55
O -5.514 -0.279 -3.716 -0.48
F -8.177 0.028 -2.725 -0.31
H -6.568 0.235 -5.450 0.19
H -7.155 -1.109 -4.391 0.20
H -8.263 1.332 -4.279 0.18
```

Relative energy (zero: lowest compared OMol25 entry of this formula, charge and spin) = 323.5 kcal/mol
Total charge = -1
HOMO level = -4.11 eV

| no. | E (Eh) |
| --- | --- |
| 1 | -1177.212021 |
| 2 | -3815.165516 |
| 3 | -1734.282819 |
| 4 | -4712.260303 |
| 5 | -874.685846 |
| 6 | -2692.754405 |